[1]
The following is a quantum chemistry calculation of C18H22N3O2RhS2 as an isolated structure, from the OMol25 dataset.

Summary:
Highest occupied orbital energy, Eh: -0.2790
E_LUMO, eV: 0.34
Frontier orbital gap, eV: 7.93

The geometry in ORCA input format:
```
! RIJCOSX wB97M-V def2-TZVPD def2/J DEFGRID3
* xyz 0 1
Rh 1.1236 -0.1344 0.0091
C -0.2309 2.3103 1.2297
N -0.4806 0.8540 1.0792
C -1.6438 0.6382 0.1789
C -1.6265 -0.7821 -0.3277
N -0.4145 -0.9637 -1.1629
C -0.1303 -2.4082 -1.3900
C -0.5921 -0.3040 -2.4678
C -1.5008 -0.8365 -3.3790
C -1.6842 -0.2443 -4.6136
C -0.9468 0.8904 -4.9398
C -0.0500 1.4188 -4.0354
C 0.1392 0.8300 -2.7778
S 1.2542 1.5402 -1.6411
C -0.7452 0.2653 2.4035
C -1.6351 0.9025 3.2670
C -1.8998 0.3821 4.5190
C -1.2690 -0.7937 4.9144
C -0.3975 -1.4318 4.0573
C -0.1193 -0.9142 2.7842
S 0.9720 -1.7762 1.7201
H -1.1505 2.8431 1.4802
H 0.1553 2.7013 0.2947
H 0.4888 2.4619 2.0330
H -1.5470 1.3370 -0.6537
H -2.5802 0.8521 0.7029
H -2.5305 -0.9946 -0.9059
H -1.5718 -1.4915 0.4986
H -1.0146 -2.9146 -1.7822
H 0.1549 -2.8688 -0.4525
H 0.6890 -2.4852 -2.0989
H -2.0709 -1.7205 -3.1243
H -2.3884 -0.6664 -5.3175
H -1.0718 1.3597 -5.9071
H 0.5333 2.2952 -4.2867
H -2.1348 1.8113 2.9589
H -2.5895 0.8890 5.1801
H -1.4610 -1.2109 5.8945
H 0.0939 -2.3492 4.3551
N 2.7279 0.5467 1.0466
C 3.9708 0.2508 0.2892
C 3.6780 -0.5698 -0.9662
O 4.5183 -0.6873 -1.8248
O 2.5126 -1.1610 -0.9532
H 2.6758 1.5235 1.3090
H 2.6636 -0.0213 1.8908
H 4.6460 -0.3408 0.9076
H 4.4799 1.1681 0.0046
*
```

---

[2]
The following is a quantum chemistry calculation of one molecule with the formula C18H22N4O5S3, from the OMol25 dataset.

Summary:
Highest occupied orbital energy, Eh: -0.3284
E_LUMO, eV: 0.12
Frontier orbital gap, eV: 9.05

The geometry in ORCA input format:
```
! RIJCOSX wB97M-V def2-TZVPD def2/J DEFGRID3
* xyz 0 1
C 1.6342 3.1478 -0.3862
C 3.0928 2.8889 -0.7329
O 3.2305 1.7311 -1.5635
C 3.3374 0.5595 -0.9537
O 3.4136 0.3919 0.2326
C 3.4587 -0.5907 -1.9396
S 2.5462 -0.3328 -3.4864
C 1.0103 0.0671 -2.8174
N 0.7816 0.1817 -1.5558
N -0.4602 0.5375 -1.2601
C -1.2219 0.6990 -2.2824
N -2.5238 1.0924 -2.2785
C -3.2821 1.6017 -1.2310
O -4.3386 2.1268 -1.4798
C -2.7142 1.4555 0.1330
C -2.5424 2.5870 0.9227
C -2.0330 2.4740 2.2065
C -1.7037 1.2278 2.7116
C -1.9044 0.1064 1.9291
S -1.4466 -1.4966 2.5973
O -1.9513 -1.6035 3.9353
O -1.8410 -2.5031 1.6477
N 0.2039 -1.2760 2.6938
C 0.8837 -1.9750 3.7645
C 1.1519 -3.4363 3.4074
C 1.9376 -3.5100 2.0999
C 1.1576 -2.7962 0.9988
C 0.8805 -1.3520 1.4154
C -2.4071 0.2003 0.6500
S -0.3913 0.3984 -3.8269
H 1.0543 3.3141 -1.2910
H 1.2168 2.2949 0.1442
H 1.5631 4.0288 0.2448
H 3.6795 2.7369 0.1783
H 3.5140 3.7089 -1.3184
H 4.5029 -0.7069 -2.2341
H 3.1093 -1.5044 -1.4595
H -2.9674 1.1831 -3.1864
H -2.8048 3.5543 0.5211
H -1.8957 3.3586 2.8093
H -1.3054 1.1016 3.7053
H 0.2420 -1.9003 4.6431
H 1.8250 -1.4491 3.9559
H 0.1934 -3.9458 3.2875
H 1.7033 -3.9177 4.2169
H 2.1122 -4.5520 1.8241
H 2.9085 -3.0244 2.2305
H 0.2045 -3.3017 0.8372
H 1.7195 -2.8030 0.0630
H 0.2454 -0.8526 0.6838
H 1.8183 -0.7937 1.4957
H -2.5633 -0.7048 0.0846
*
```

---

[3]
The following is a quantum chemistry calculation of one molecule with the formula C18H22N8O3, from the OMol25 dataset.

Summary:
Highest occupied orbital energy, Eh: -0.3193
E_LUMO, eV: -0.53
Frontier orbital gap, eV: 8.16

The geometry in ORCA input format:
```
! RIJCOSX wB97M-V def2-TZVPD def2/J DEFGRID3
* xyz 0 1
C 1.9384 1.2250 -2.0829
C 2.3345 1.4238 -0.6260
C 3.7574 2.0244 -0.5307
O 4.6918 1.5057 -1.4310
C 1.4388 2.4779 0.0534
N -0.0057 2.4324 -0.1462
C -0.8465 1.3996 -0.0168
O -0.5854 0.3053 0.4680
C -2.2345 1.6910 -0.5056
C -3.1476 0.7087 -0.4322
N -4.4063 0.9905 -0.8930
C -5.5686 0.2907 -0.9905
N -6.4950 1.0470 -1.5165
N -5.9707 2.2656 -1.7817
C -4.7172 2.2296 -1.4069
C -3.6784 3.2038 -1.4445
N -2.4962 2.9435 -1.0165
N 2.2256 0.1692 0.1328
C 3.0050 -0.9169 0.0212
O 4.0275 -0.9954 -0.6569
C 2.5804 -2.1359 0.8343
C 1.5871 -1.9166 1.9189
C 1.6056 -1.0992 3.0118
N 0.4451 -1.2269 3.7381
C -0.2564 -2.1269 3.1023
N 0.3821 -2.5871 1.9944
C -0.0880 -3.6196 1.1223
C -1.5141 -3.5573 0.6776
C -0.4122 -3.2685 -0.2974
H 2.0126 2.1670 -2.6302
H 2.6044 0.5078 -2.5565
H 0.9147 0.8538 -2.1543
H 3.6854 3.0877 -0.7722
H 4.0892 1.9417 0.5151
H 4.6594 0.5327 -1.3544
H 1.6625 2.4789 1.1249
H 1.7349 3.4491 -0.3361
H -0.4279 3.2398 -0.5820
H -2.9356 -0.2717 -0.0353
H -5.6819 -0.7314 -0.6738
H -3.8863 4.1885 -1.8448
H 1.3771 0.0553 0.6740
H 2.1971 -2.8589 0.1112
H 3.5064 -2.5614 1.2233
H 2.3865 -0.4129 3.2997
H -1.2285 -2.4967 3.3880
H 0.3372 -4.5948 1.3184
H -2.0530 -4.4890 0.5953
H -2.1004 -2.7243 1.0376
H -0.2618 -2.2407 -0.5912
H -0.1883 -4.0039 -1.0564
*
```

---

[4]
The following is a quantum chemistry calculation of C18H22N9ORbS as an isolated structure, from the OMol25 dataset.

Summary:
Highest occupied orbital energy, Eh: -0.0559
E_LUMO, eV: 4.21
Frontier orbital gap, eV: 5.73

The geometry in ORCA input format:
```
! RIJCOSX wB97M-V def2-TZVPD def2/J DEFGRID3
* xyz -2 1
Rb -0.3712 1.3447 0.7653
N -1.5231 -0.8760 -3.0906
C -2.5222 -0.3746 -2.2618
S -3.9590 0.1647 -3.0656
N -2.2200 -0.4530 -0.9933
N -3.1508 0.0597 -0.1075
C -3.0257 -0.3147 1.1115
C -2.1251 -1.3200 1.6956
C -2.0304 -2.6117 1.1851
C -1.2950 -3.5934 1.8314
C -0.6325 -3.2532 3.0163
C -0.6823 -1.9757 3.5291
C -1.4098 -0.9274 2.8793
O -1.3959 0.2831 3.2817
H -1.5577 -0.5040 -4.0245
H -0.6096 -0.9048 -2.6595
H -3.6590 0.2218 1.8170
H -2.5537 -2.8387 0.2632
H -1.2275 -4.5945 1.4232
H -0.0490 -4.0091 3.5360
H -0.1445 -1.7163 4.4349
C 2.4831 -3.0620 0.6951
N 2.6604 -1.8833 -0.1317
C 1.4265 -1.6037 -0.8488
C 3.0501 -0.7377 0.6981
C 3.4574 0.4862 -0.0989
C 4.6905 0.4175 -0.7538
C 5.1566 1.4888 -1.5014
C 4.3657 2.6299 -1.5845
C 3.1370 2.6671 -0.9302
C 2.6082 1.6126 -0.1542
H 2.1972 -3.9119 0.0699
H 1.6985 -2.9300 1.4578
H 3.4227 -3.3039 1.1992
H 1.2073 -2.4215 -1.5406
H 1.5370 -0.6764 -1.4127
H 0.5579 -1.5043 -0.1746
H 3.8896 -1.0742 1.3179
H 2.2319 -0.4626 1.3860
H 5.2865 -0.4907 -0.6824
H 6.1153 1.4360 -2.0085
H 4.7075 3.4853 -2.1638
H 2.5559 3.5848 -1.0406
N -4.6736 2.4414 -0.7696
N -3.8155 3.5097 -0.6281
N -3.9936 4.6408 -1.2682
C -3.0058 5.3777 -0.7644
N -2.2794 4.7224 0.1378
N -2.8112 3.5129 0.2065
H -4.1563 1.5956 -0.4383
H -4.7432 2.2532 -1.7736
H -2.8202 6.3936 -1.0660
*
```

---

[5]
The following is a quantum chemistry calculation of one molecule with the formula C18H22O4, from the OMol25 dataset.

Summary:
Highest occupied orbital energy, Eh: -0.3296
E_LUMO, eV: 0.71
Frontier orbital gap, eV: 9.68

The geometry in ORCA input format:
```
! RIJCOSX wB97M-V def2-TZVPD def2/J DEFGRID3
* xyz 0 1
C 3.2962 0.6157 6.5985
C 1.9234 1.2358 6.3999
O 1.0138 0.1993 6.0040
C -0.2213 0.6231 5.6327
O -0.5287 1.8558 5.7771
C -1.0518 -0.4625 5.0013
C -2.3768 -0.4653 5.6867
O -2.9876 0.5147 6.2413
O -2.9729 -1.6982 5.7061
C -4.3567 -1.7098 6.1500
C -4.8210 -3.1517 6.2097
C -0.9469 -0.0024 3.3764
C 0.5219 0.0193 3.0507
C 1.2059 1.2191 2.8533
C 2.5703 1.2375 2.6371
C 3.2818 0.0183 2.5373
C 2.5889 -1.1791 2.6157
C 1.1995 -1.2046 2.7991
C -1.7614 1.1850 3.1706
C -3.0198 0.8586 2.7519
C -3.2186 -0.6224 2.5474
C -1.7748 -1.2269 2.8835
H 3.9738 1.4252 6.9105
H 3.2739 -0.1608 7.3724
H 3.7013 0.2069 5.6412
H 1.9638 1.9946 5.5925
H 1.5369 1.7104 7.2974
H -0.5651 -1.4524 5.2381
H -4.4291 -1.2026 7.1106
H -4.9414 -1.1425 5.4089
H -5.9069 -3.1415 6.3576
H -4.6245 -3.7053 5.2634
H -4.3557 -3.6780 7.0543
H 0.6565 2.1868 2.8143
H 3.0815 2.1825 2.5623
H 4.3623 0.0404 2.4782
H 3.1285 -2.1415 2.5467
H 0.6596 -2.1611 2.7156
H -1.3516 2.2185 3.1719
H -3.8602 1.5410 2.6490
H -3.4899 -0.8393 1.5126
H -4.0006 -1.1047 3.1761
H -1.8177 -2.0700 3.6109
H -1.3725 -1.5660 1.8663
*
```

---

[6]
The following is a quantum chemistry calculation of C18H23AlBIN4O3S2SbSe4 as an isolated structure, from the OMol25 dataset.

Summary:
Highest occupied orbital energy (spin up / spin down), Eh: -0.1684 / -0.1663
E_LUMO (spin up / spin down), eV: 1.69 / 0.92
Frontier orbital gap (spin up / spin down), eV: 6.27 / 5.45

The geometry in ORCA input format:
```
! RIJCOSX wB97M-V def2-TZVPD def2/J DEFGRID3
* xyz -1 1
Al 0.0718 -1.4047 -1.9462
C -1.2659 5.6962 1.6903
O -1.5840 4.6168 2.5495
C -1.9847 3.4393 1.9947
C -2.2402 2.4925 3.0780
C -2.1388 1.1627 3.0602
C -1.7610 0.3305 1.9093
C -0.8884 -0.6856 2.0639
C -0.4101 -1.1217 3.4291
O -0.4525 -1.0071 -0.2944
C -2.7307 2.1851 -0.0770
O -3.2670 2.3803 -1.1460
C -2.1394 3.2901 0.6694
H -0.9487 6.5076 2.3394
H -2.1371 6.0103 1.1109
H -0.4554 5.4310 1.0080
H -2.4463 2.9781 4.0244
H -2.2764 0.6612 4.0103
H -1.1878 -1.0172 4.1833
H 0.4646 -0.5593 3.7553
H -0.1251 -2.1731 3.4006
H -1.9749 4.1337 0.0145
C 3.6750 0.2810 -3.2738
N 3.4913 0.3373 -1.8324
C 3.8564 1.3660 -0.9978
C 3.4189 1.0326 0.2384
N 2.7957 -0.1913 0.1652
B 2.2556 -0.8965 1.4748
N 1.0991 -1.8927 1.2145
C 1.2302 -3.2105 1.2044
C -0.0012 -3.8361 1.0471
N -0.9483 -2.8996 0.9936
C -2.3471 -3.0764 0.6767
C -0.3130 -1.5373 0.9206
S -2.7715 0.5027 0.4572
C 2.8534 -0.6048 -1.1084
S 2.2723 -2.0849 -1.8044
H 4.1445 1.2084 -3.5918
H 2.7138 0.1591 -3.7713
H 4.3037 -0.5665 -3.5405
H 4.3477 2.2491 -1.3638
H 3.4718 1.5735 1.1658
H 3.1589 -1.5288 1.9758
H 1.8740 0.0037 2.1819
H 2.1962 -3.6784 1.2963
H -0.2163 -4.8881 0.9584
H -2.5791 -4.1391 0.6715
H -2.5652 -2.6615 -0.3073
H -2.9598 -2.5728 1.4263
I 0.4043 2.0226 -1.9374
C -0.2262 0.2490 -2.9874
H 0.3219 0.2745 -3.9259
H -1.2799 0.4181 -3.2154
Se 1.2633 -2.1131 -5.6046
Sb -0.9502 -2.8974 -5.0877
Se -2.9747 -1.6567 -5.6884
Se -2.0836 -4.7011 -6.2637
Se -1.0538 -3.3911 -2.5944
*
```

---

[7]
The following is a quantum chemistry calculation of C18H23AsF3NO9SV as an isolated structure, from the OMol25 dataset.

Summary:
Highest occupied orbital energy, Eh: -0.7003
E_LUMO, eV: -13.11
Frontier orbital gap, eV: 5.95

The geometry in ORCA input format:
```
! RIJCOSX wB97M-V def2-TZVPD def2/J DEFGRID3
* xyz 3 1
V 0.3271 -0.2921 0.5242
C -1.0788 -1.9953 2.5679
O 0.0766 -1.1760 2.2193
C 1.2267 -1.3505 3.0910
C 2.4314 -0.7938 2.3253
O 2.1958 -0.9958 0.9126
C 2.7920 -2.1680 0.3038
C 1.8341 -3.3285 0.4821
O 0.5395 -2.9370 0.0085
C 0.1384 -3.6914 -1.1558
H -1.2660 -1.9114 3.6372
H -0.8937 -3.0361 2.3063
H -1.9397 -1.6198 2.0230
H 1.3260 -2.4074 3.3359
H 1.0702 -0.7861 4.0089
H 3.3608 -1.2594 2.6463
H 2.5192 0.2814 2.4748
H 3.7677 -2.3725 0.7416
H 2.9204 -1.9363 -0.7526
H 1.7453 -3.5979 1.5360
H 2.2125 -4.1957 -0.0581
H 0.3557 -4.7478 -1.0026
H 0.6658 -3.3546 -2.0510
H -0.9359 -3.5841 -1.2779
O -0.0907 1.4360 3.0541
As 0.2743 2.5565 1.7284
O 1.4187 3.5538 2.1952
O 1.0125 1.1418 0.7631
C -1.5202 3.2588 1.3660
C -1.8371 4.3737 2.1100
C -3.1359 4.8824 1.9980
C -4.0813 4.2651 1.1907
C -3.7582 3.1319 0.4515
C -2.4688 2.6387 0.5461
S -1.7959 1.4760 -0.5541
O -1.2445 0.1781 0.3906
O -2.6608 0.8421 -1.4738
O -0.5729 2.0629 -1.0156
H 0.0405 1.8807 3.9061
H -1.0911 4.8570 2.7290
H -3.3879 5.7862 2.5374
H -5.0753 4.6842 1.1132
H -4.4812 2.6609 -0.2035
F 1.9061 0.1143 -6.1294
C 0.6659 0.0075 -5.6753
F 0.0798 -1.0530 -6.2233
F -0.0212 1.1027 -5.9923
C 0.6686 -0.1397 -4.1541
C 1.6938 0.4054 -3.3850
C 1.6460 0.2593 -2.0186
N 0.6285 -0.3961 -1.4119
C -0.3670 -0.9158 -2.1624
C -0.3848 -0.8022 -3.5325
H 2.5138 0.9421 -3.8437
H 2.4211 0.6801 -1.3922
H -1.1856 -1.3970 -1.6493
H -1.2000 -1.2182 -4.1092
*
```

---

[8]
The following is a quantum chemistry calculation of C18H23Br36N3O3PS as an isolated structure, from the OMol25 dataset.

Summary:
Highest occupied orbital energy, Eh: -0.1731
E_LUMO, eV: 0.67
Frontier orbital gap, eV: 5.38

The geometry in ORCA input format:
```
! RIJCOSX wB97M-V def2-TZVPD def2/J DEFGRID3
* xyz -1 1
C 9.4688 -2.7474 -0.3023
C 7.9753 -2.7634 -0.8785
C 7.0204 -2.6675 0.4053
N 5.7827 -1.9005 0.2057
C 4.7745 -2.4838 -0.6659
N 3.4264 -2.3361 0.0609
C 2.9992 -1.1963 -0.0242
S 2.0034 0.0112 -0.4597
C 4.5777 -1.6904 -2.0491
O 5.1914 -0.6457 -2.3256
O 3.6862 -2.2154 -2.8366
P 4.9286 -4.3215 -1.0687
N 5.4470 -4.5634 -2.7131
O 3.3501 -4.9505 -0.9863
H 10.1571 -3.3466 -0.9591
H 9.4982 -3.1517 0.7462
H 9.8627 -1.6902 -0.2738
H 7.8489 -1.9002 -1.5762
H 7.7703 -3.7453 -1.3939
H 6.8792 -3.6680 0.8990
H 7.6331 -2.0754 1.1554
H 6.0688 -0.9610 -0.0783
H 6.0239 -5.4003 -2.8027
H 5.9944 -3.7723 -3.0673
H 3.2777 -5.5200 -0.1962
C -1.8216 -0.7464 -2.1351
Br -3.4682 -1.2195 -1.2278
Br -1.2272 1.0284 -1.6439
Br -0.4472 -2.0686 -1.8527
H -2.0390 -0.7266 -3.1981
C 6.3045 -7.5595 -5.7078
Br 5.5236 -5.8158 -5.9883
Br 7.4181 -7.6018 -4.1233
Br 4.9621 -8.9531 -5.6754
H 6.9513 -7.7606 -6.5549
C -0.7249 -0.0422 2.4403
Br -2.4091 -0.4756 3.2898
Br -0.1090 1.7263 2.9265
Br 0.6185 -1.3846 2.7798
H -0.9033 -0.0335 1.3679
C 3.1748 -8.9249 -0.4480
Br 3.5406 -10.3946 0.7582
Br 2.4318 -7.4012 0.4834
Br 4.7303 -8.4449 -1.4892
H 2.4191 -9.2681 -1.1465
C 0.3819 0.1659 6.6067
Br -1.3038 -0.2670 7.4552
Br 0.9956 1.9334 7.0950
Br 1.7307 -1.1799 6.9432
H 0.2033 0.1755 5.5345
C -3.8441 3.3134 -4.6285
Br -4.5721 2.8126 -2.9112
Br -2.7645 4.9160 -4.5118
Br -2.8767 1.8563 -5.4555
H -4.6852 3.5430 -5.2740
C -6.3230 7.3790 -3.8388
Br -7.9875 8.3269 -3.5686
Br -5.5115 6.8558 -2.1630
Br -6.5432 5.8733 -5.0350
H -5.6383 8.0699 -4.3206
C -3.4442 -0.2130 10.7051
Br -4.2141 1.5468 10.4563
Br -2.3930 -0.3143 12.3250
Br -4.7899 -1.6026 10.6337
H -2.7648 -0.3855 9.8747
C -7.2561 2.5386 0.8145
Br -7.2088 4.1336 -0.2799
Br -7.3774 0.9346 -0.2597
Br -5.7635 2.4703 2.0447
H -8.1596 2.5894 1.4132
C -6.3324 -0.6774 4.9291
Br -7.9755 0.3274 5.1133
Br -5.6114 -1.1970 6.6484
Br -6.5486 -2.1972 3.7513
H -5.6063 -0.0163 4.4657
C -6.2252 8.8162 1.6975
Br -7.7060 9.1990 0.5132
Br -6.2905 9.8951 3.3026
Br -6.1024 6.9302 2.1039
H -5.3172 9.0875 1.1689
C -4.0167 10.0308 -7.0956
Br -3.6070 8.3080 -6.3189
Br -5.6729 9.9903 -8.0936
Br -4.0133 11.4352 -5.7653
H -3.2247 10.2584 -7.8013
*
```

---

no.,strongest force on any atom (eV/Å)
1,1.03
2,1.55
3,0.52
4,0.24
5,5.64
6,0.30
7,3.27
8,3.82